Formula: C4H15NO3Rb
Source: the Open Molecules 2025 dataset
Level of theory: ωB97M-V/def2-TZVPD

Geometry as XYZ:
```
24
Properties=species:S:1:pos:R:3:forces:R:3
Rb 2.0524 -1.1352 2.4890 0.040 -0.182 -0.101
C 0.9674 0.2814 -0.6366 -0.919 1.067 0.714
C -0.2576 0.0266 0.2830 0.069 -1.338 -3.020
C -1.6318 0.4332 -0.3690 1.688 0.653 0.458
O -1.9329 -0.1764 -1.6165 3.011 -1.055 1.640
C -3.0102 0.3987 -2.1503 -4.036 1.758 -0.814
N -0.2666 -1.4069 0.4519 -0.302 -1.180 1.641
H 1.9104 0.2105 -0.0945 -0.164 0.355 0.024
H 0.7770 1.2933 -0.9942 0.754 -0.020 -0.519
H 1.0491 -0.4533 -1.4376 -0.408 0.300 -0.183
H -0.1146 0.5518 1.2274 -0.342 0.123 0.107
H -1.5122 1.5082 -0.5039 -0.648 0.351 -0.084
H -2.3954 0.2091 0.3759 -0.394 0.111 -0.023
H -3.0320 1.4885 -2.1519 0.934 0.439 -0.509
H -3.9157 0.2884 -1.5537 -0.298 -0.744 0.633
H -3.3583 0.0477 -3.1218 0.939 -0.292 -0.146
H -0.0276 -1.9255 -0.3812 0.020 0.383 -0.286
H -1.2262 -1.6652 0.6323 -0.089 -0.542 0.343
O 2.2205 1.4672 3.5675 -0.072 -0.345 -0.158
H 2.6904 2.2961 3.4763 0.249 0.243 -0.037
H 1.3839 1.7081 3.9654 -0.252 0.180 0.236
O 3.2197 -1.7215 -0.1068 0.067 -0.113 0.426
H 2.6064 -2.3083 -0.5493 -0.149 -0.257 -0.172
H 3.8036 -1.4167 -0.8013 0.302 0.106 -0.168
```
Forces are in eV/Å.

max |F|: 0.087 hartree/bohr
orbital gap: 9.3 eV
total energy: -12673.687 eV
molar mass: 210.6 g mol⁻¹
ΔE to the lowest compared entry with this formula, charge and spin: 17.7 kJ/mol
total charge: +1

natural (NBO) population analysis, charges in e, atoms 1 to 8:
1. Rb 0.985
2. C -0.617
3. C -0.059
4. C -0.075
5. O -0.527
6. C -0.256
7. N -0.886
8. H 0.202

---

Formula: C27H28N4O2
Source: the Open Molecules 2025 dataset
Level of theory: ωB97M-V/def2-TZVPD

Geometry as XYZ:
```
61
Properties=species:S:1:pos:R:3:forces:R:3
C -0.1189 -2.3753 2.3138 -0.087 0.011 0.093
N -0.8485 -1.9017 1.1541 -0.107 0.037 0.066
C -1.4541 -0.5997 1.4028 -0.077 -0.175 -0.130
C -2.4292 -0.2240 0.3433 0.688 0.692 0.087
C -2.4163 0.8072 -0.5794 -0.270 -0.967 0.431
C -1.2377 1.6806 -0.8428 -0.202 0.110 0.161
O -0.3201 1.2949 -1.5464 0.120 -0.095 -0.221
N -1.2008 2.8670 -0.2023 0.140 0.194 -0.099
C -2.3000 3.4187 0.5451 -0.264 0.058 0.181
C 0.0357 3.6323 -0.2982 0.138 -0.177 -0.172
C 1.1815 2.8752 0.3292 0.134 0.051 0.028
C 2.3174 2.5585 -0.4025 -0.068 0.100 0.081
C 3.3473 1.8353 0.1739 0.113 0.012 -0.009
C 3.2507 1.4150 1.4893 0.043 -0.012 0.057
C 2.1195 1.7219 2.2257 -0.010 -0.035 0.103
C 1.0924 2.4488 1.6493 -0.011 0.071 -0.075
N -3.5624 0.8388 -1.2954 -0.164 0.303 -0.419
C -4.2947 -0.1673 -0.8487 0.377 0.131 0.150
C -5.5709 -0.6008 -1.2331 -0.369 -0.377 0.103
C -6.1154 -1.6879 -0.6096 0.038 0.339 -0.288
C -5.3981 -2.3673 0.3989 0.297 -0.004 0.212
C -4.1599 -1.9425 0.7694 -0.454 -0.621 0.316
N -3.6274 -0.8540 0.1668 -0.231 0.452 -0.606
C -0.0737 -1.9567 -0.0722 0.292 0.132 0.001
C 1.1962 -1.0966 -0.1358 -0.699 0.313 -0.339
C 1.7938 -1.0226 -1.5540 -0.053 -0.008 0.056
C 3.2525 -1.2231 -1.2844 -0.097 -0.112 0.329
C 4.3558 -1.1364 -2.1019 -0.032 -0.007 0.109
C 5.6089 -1.4113 -1.5651 0.190 0.028 -0.156
C 5.7414 -1.7790 -0.2374 0.055 0.005 0.006
C 4.6348 -1.8748 0.5959 -0.252 -0.009 0.150
C 3.3967 -1.5864 0.0551 0.231 0.095 -0.500
O 2.2202 -1.6162 0.7288 0.269 -0.355 0.285
H 0.3191 -3.3429 2.0792 0.082 -0.049 0.064
H 0.6858 -1.6978 2.6230 0.026 -0.027 0.056
H -0.8167 -2.4987 3.1439 0.013 -0.018 0.065
H -1.9828 -0.6726 2.3621 0.101 0.077 0.002
H -0.7086 0.2076 1.4947 -0.090 -0.015 0.064
H -3.1852 2.8054 0.3951 -0.008 0.094 0.052
H -2.5169 4.4306 0.1953 -0.029 -0.028 0.024
H -2.0706 3.4598 1.6143 -0.035 0.030 -0.008
H -0.1166 4.5863 0.2111 -0.046 -0.055 -0.078
H 0.2590 3.8190 -1.3534 0.003 0.082 0.116
H 2.3884 2.8695 -1.4339 -0.027 0.013 -0.147
H 4.2223 1.5855 -0.4074 0.082 -0.043 -0.059
H 4.0500 0.8419 1.9340 0.066 -0.067 0.025
H 2.0340 1.3915 3.2511 0.003 -0.022 0.082
H 0.2117 2.6848 2.2313 -0.103 0.022 0.060
H -6.0807 -0.0631 -2.0146 -0.052 0.061 -0.081
H -7.0950 -2.0429 -0.8884 -0.092 -0.008 -0.054
H -5.8293 -3.2333 0.8739 0.045 -0.074 0.085
H -3.5515 -2.4331 1.5124 0.073 -0.010 0.014
H -0.7235 -1.6307 -0.8886 0.090 -0.048 -0.066
H 0.2015 -3.0026 -0.2370 0.034 0.029 -0.125
H 0.9699 -0.0819 0.2112 0.094 -0.069 -0.030
H 1.4049 -1.8225 -2.1910 -0.055 -0.009 -0.031
H 1.5573 -0.0683 -2.0194 -0.028 -0.031 -0.017
H 4.2495 -0.8563 -3.1393 0.000 0.030 -0.123
H 6.4857 -1.3401 -2.1912 0.082 -0.003 -0.041
H 6.7217 -1.9935 0.1624 0.079 -0.018 0.028
H 4.7312 -2.1619 1.6311 0.013 -0.026 0.134
```
Forces are in eV/Å.

max |F|: 0.021 hartree/bohr
orbital gap: 8.6 eV
total energy: -38509.530 eV
molar mass: 440.5 g mol⁻¹
ΔE to the lowest compared entry with this formula, charge and spin: 0.0 kJ/mol

natural (NBO) population analysis, charges in e, atoms 1 to 8:
1. C -0.411
2. N -0.448
3. C -0.254
4. C 0.078
5. C 0.048
6. C 0.670
7. O -0.625
8. N -0.418

---

Formula: C19H31BFNO7Si2
Source: the Open Molecules 2025 dataset
Level of theory: ωB97M-V/def2-TZVPD

Geometry as XYZ:
```
62
Properties=species:S:1:pos:R:3:forces:R:3
C -1.9197 -4.1678 0.4145 -0.385 2.024 0.277
C -2.0243 -2.9785 0.6606 0.509 -0.939 -0.321
Si -2.0614 -1.1107 0.7854 -0.769 0.277 0.668
O -1.4627 -0.6132 2.2513 0.828 -0.132 -1.029
Si 0.1444 -0.0835 2.3512 -0.351 0.048 0.612
C 0.7330 0.9717 0.9208 0.523 0.282 0.630
C 1.4769 2.1964 1.5202 -1.112 -0.015 -0.550
C 2.2229 2.9120 0.4219 -0.313 -0.542 0.029
F 3.2517 3.6575 0.9374 0.698 0.336 0.134
C 1.2367 -1.5998 2.6700 0.540 0.679 -0.240
C 2.3602 -1.8186 1.6425 -0.376 -1.188 0.439
C 1.8515 -2.6327 0.4376 0.579 1.171 0.055
C 2.3567 -2.1128 -0.9152 -0.756 -0.629 -0.009
C 1.3412 -2.4556 -2.0372 1.721 0.517 -0.179
C 1.9997 -3.1477 -3.2519 -1.172 -0.455 0.744
C 1.0785 -4.2247 -3.8482 0.292 0.454 -0.233
O 1.5647 -5.5322 -3.5893 -0.023 -0.247 -0.207
C 0.8542 -6.1655 -2.5436 0.305 0.542 -0.221
B -3.9734 -0.4848 0.6413 -0.249 0.074 0.342
N -4.9640 -1.0124 1.5072 0.374 -0.517 -0.783
O -4.3388 0.4954 -0.2694 -0.121 -0.173 -0.067
H -1.9078 -5.1651 0.1056 0.094 -0.881 -0.065
H -1.3275 -0.5809 -0.3773 0.357 -0.225 -0.018
H 0.2219 0.7559 3.5638 -0.142 -0.044 0.026
H 1.4529 0.4604 0.2908 -0.134 -0.460 -0.341
H -0.0601 1.3732 0.3055 -0.338 -0.127 -0.247
H 0.6918 2.8751 1.8387 0.110 0.338 0.684
H 2.1113 1.9357 2.3581 0.350 -0.022 0.131
H 1.5539 3.5705 -0.1107 -0.254 0.357 -0.143
H 2.6222 2.1829 -0.2865 0.414 -0.025 -0.128
H 1.7182 -1.4519 3.6315 -0.055 0.220 0.390
H 0.6479 -2.4995 2.7894 -0.282 -0.314 -0.115
H 2.8434 -0.8942 1.3596 -0.003 0.323 -0.206
H 3.1158 -2.4136 2.1461 0.437 -0.032 0.036
H 2.1750 -3.6604 0.5380 -0.076 -0.430 0.093
H 0.7706 -2.6402 0.4836 -0.367 0.056 -0.235
H 3.3038 -2.6016 -1.1032 0.382 -0.033 -0.230
H 2.5538 -1.0501 -0.8906 -0.021 0.306 0.114
H 0.9184 -1.5141 -2.3638 -0.590 0.055 -0.029
H 0.5836 -3.0831 -1.6070 -0.547 -0.258 0.038
H 2.8723 -3.6824 -2.9064 0.470 -0.057 -0.085
H 2.2797 -2.4209 -3.9989 0.235 0.187 -0.229
H 0.0746 -4.1401 -3.4474 -0.327 0.138 0.146
H 0.9848 -4.0635 -4.9174 0.118 -0.370 -0.346
H 1.3962 -7.0517 -2.2630 0.160 -0.441 0.006
H 0.8110 -5.5100 -1.6771 -0.165 0.062 0.288
H -0.1521 -6.4177 -2.8698 -0.271 -0.124 0.057
H -5.8957 -1.0367 1.1175 -0.239 0.268 0.396
H -4.7170 -1.8695 1.9753 -0.171 0.008 0.285
H -4.5852 0.1565 -1.1297 0.052 0.178 -0.247
C -0.1859 6.5715 0.3144 0.322 -0.396 0.216
C -0.8520 7.5087 -0.4847 -0.381 0.246 -0.146
C -2.3680 7.6679 -0.1801 -0.588 -0.351 0.544
O -3.0561 8.5178 -0.7684 0.323 0.174 -0.321
C -2.9513 6.8000 0.7923 -0.254 0.279 -0.267
C -2.2874 5.8544 1.5767 0.335 -0.210 0.158
C -0.7556 5.7722 1.3430 0.519 0.402 -0.555
O -0.0383 5.0169 2.0298 -0.254 -0.432 0.202
O -2.7978 5.0924 2.4256 -0.073 0.091 -0.094
O -0.3488 8.2072 -1.3866 0.097 -0.118 0.079
H 0.8817 6.4161 0.1675 0.012 0.160 -0.063
H -4.0260 6.9198 0.9089 0.004 -0.069 0.127
```
Forces are in eV/Å.

max |F|: 0.040 hartree/bohr
orbital gap: 3.0 eV
total energy: -55178.655 eV
molar mass: 471.4 g mol⁻¹
total charge: -2

natural (NBO) population analysis, charges in e, atoms 1 to 8:
1. C -0.224
2. C -0.472
3. Si 1.301
4. O -1.206
5. Si 1.671
6. C -0.917
7. C -0.456
8. C 0.070

---

Formula: C15H66F3NO28
Source: the Open Molecules 2025 dataset
Level of theory: ωB97M-V/def2-TZVPD

Geometry as XYZ:
```
113
Properties=species:S:1:pos:R:3:forces:R:3
C 2.6512 2.3947 0.9408 -0.192 0.086 -0.484
C 1.5912 2.1848 -0.1308 0.285 -0.022 0.533
O 1.7683 3.2038 -1.1158 0.026 -0.093 -0.449
C 0.1482 2.1693 0.3623 -0.225 -0.546 -0.066
N -0.0925 1.3802 1.5744 0.083 0.476 -0.251
C -0.0383 2.1478 2.8150 0.172 -0.309 0.194
C -1.3881 2.6931 3.1888 -0.159 0.132 -0.108
O -1.7215 3.9536 2.5042 -0.318 -0.482 -0.189
C -2.9721 3.7832 1.9927 -0.091 0.351 0.231
C -4.1128 3.9771 2.6584 0.482 -0.031 -0.323
C -5.3751 3.6349 1.9512 -0.115 0.151 0.004
O -6.3785 4.3148 2.0282 0.051 -0.485 0.242
C -5.2804 2.4091 1.0997 0.500 -0.094 -0.224
C -4.1515 2.2272 0.4106 -0.211 -0.137 0.054
C -3.8046 1.0870 -0.4991 0.604 0.122 0.282
C -4.1570 -0.3002 0.0307 0.181 -0.444 -0.429
C -3.2554 -0.7025 1.1313 -0.499 -0.272 1.300
F -2.0175 -1.1459 0.7893 -0.025 0.652 -0.076
C -3.5355 -0.6618 2.4386 0.610 0.253 -0.930
F -4.7700 -0.6122 2.9390 0.627 0.503 0.072
F -2.5786 -0.5945 3.3688 -0.697 -0.693 0.075
C -3.0887 3.2640 0.5827 0.052 0.359 -0.187
O -2.4064 3.6652 -0.3370 -0.170 -0.305 0.394
H 3.6091 2.0412 0.5789 0.239 0.061 -0.078
H 2.4495 1.8646 1.8612 -0.074 -0.093 0.166
H 2.7351 3.4563 1.1363 0.052 0.175 0.255
H 1.7825 1.2211 -0.6083 -0.047 -0.163 -0.089
H 0.9126 3.5588 -1.3695 -0.177 0.170 0.088
H -0.4379 1.7076 -0.4336 -0.126 0.124 -0.235
H -0.2528 3.1674 0.5034 0.202 0.244 0.131
H 0.6002 0.6466 1.6078 -0.048 -0.207 0.060
H 0.2429 1.4429 3.5953 -0.012 0.041 0.234
H 0.7263 2.9250 2.8296 0.022 0.233 -0.080
H -1.5378 2.8483 4.2519 0.250 0.117 0.188
H -2.1184 1.9581 2.8636 -0.091 -0.260 0.088
H -4.1215 4.3334 3.6751 -0.152 0.307 0.076
H -6.0902 1.6974 1.0456 -0.351 0.158 -0.055
H -4.1979 1.2277 -1.4972 -0.307 0.025 -0.113
H -2.7200 1.1000 -0.5966 0.154 0.073 -0.230
H -5.1946 -0.3808 0.3256 -0.221 -0.095 0.058
H -3.9445 -0.9763 -0.7912 -0.414 -0.180 -0.163
O 0.5023 0.3647 5.8881 0.105 0.047 0.199
H 0.4475 -0.1117 6.7285 -0.062 -0.426 -0.285
H -0.2076 -0.0115 5.3582 -0.175 0.163 0.056
O 0.9355 -1.9571 7.6288 -0.120 0.082 0.171
H 0.5563 -2.8271 7.4641 -0.007 -0.045 0.074
H 1.8432 -2.1449 7.8873 0.061 0.007 -0.077
O -0.8702 -3.1460 -1.5220 -0.119 0.144 0.105
H -0.2557 -3.8185 -1.2136 0.066 -0.022 -0.090
H -1.1370 -2.6742 -0.7232 0.025 -0.013 0.019
O 1.1547 -3.6940 -4.0489 -0.089 -0.002 0.106
H 0.8023 -4.5293 -4.3767 0.173 -0.045 -0.134
H 0.3964 -3.2370 -3.6672 0.043 0.068 0.051
O 2.3730 1.5483 7.9942 0.062 -0.141 0.137
H 2.3123 1.1104 8.8479 -0.001 0.055 0.057
H 1.6606 1.1683 7.4668 0.134 0.303 -0.229
O 0.6816 1.0839 -3.0368 -0.204 0.013 0.070
H 0.5571 1.3847 -3.9457 0.053 0.082 -0.114
H 1.0492 1.8620 -2.5964 0.177 -0.086 -0.007
O -2.7921 -0.9719 -2.6814 0.066 0.158 -0.079
H -2.0514 -1.5227 -2.4046 0.085 -0.194 -0.147
H -2.3819 -0.1253 -2.8908 0.087 -0.003 -0.040
O -6.1804 0.4510 -2.6726 -0.003 0.042 -0.043
H -5.6487 0.2454 -3.4486 0.059 -0.107 0.034
H -7.0307 0.7245 -3.0293 -0.039 0.021 0.034
O 2.1055 -5.9308 -6.0254 -0.220 -0.133 -0.106
H 2.8504 -6.4821 -5.7658 0.084 0.090 0.066
H 2.5019 -5.0688 -6.2240 0.083 0.143 0.140
O 1.5682 -3.9912 5.7529 -0.109 -0.019 -0.134
H 1.3097 -3.0949 5.5105 0.143 0.069 0.016
H 1.9951 -4.3341 4.9598 0.072 -0.025 0.017
O 4.4158 -6.6894 -7.7733 -0.128 -0.098 -0.095
H 3.5288 -6.4830 -8.0870 -0.051 0.069 0.129
H 4.9746 -6.6709 -8.5638 0.223 -0.003 0.167
O 0.8502 2.6185 -5.5875 -0.214 -0.199 -0.108
H 0.5920 3.5147 -5.8360 0.154 0.125 0.205
H 1.2434 2.2515 -6.3842 0.055 -0.042 0.005
O 2.5131 4.9436 -5.3437 0.214 0.113 0.044
H 2.2398 5.6724 -4.7767 -0.129 0.023 -0.036
H 2.7000 4.2234 -4.7331 -0.030 -0.093 -0.053
O 0.1589 6.4575 -5.7290 -0.087 -0.020 -0.131
H -0.7512 6.6397 -5.9804 -0.041 0.059 0.112
H 0.6455 6.4453 -6.5594 0.073 -0.045 0.015
O 4.4539 2.8930 3.2909 0.053 0.008 0.141
H 5.0907 2.2489 3.6138 0.028 -0.024 -0.009
H 4.2044 3.3918 4.0759 -0.024 0.034 0.002
O 6.5463 -7.2154 -9.7412 -0.123 -0.091 -0.066
H 6.1774 -8.0793 -9.9528 0.021 -0.022 -0.055
H 7.4412 -7.4031 -9.4433 0.030 0.086 0.069
O 3.8351 -3.5410 -5.9099 0.009 -0.076 -0.013
H 4.4870 -4.1740 -5.5919 0.100 0.047 -0.045
H 3.5226 -3.0880 -5.1175 -0.205 -0.060 -0.007
O -8.8569 2.9495 2.8458 0.013 -0.275 -0.027
H -8.0569 3.0922 2.3247 -0.089 0.299 -0.011
H -8.5835 3.1424 3.7461 -0.029 0.064 0.045
O -1.9106 5.8937 -2.2669 0.011 -0.063 -0.041
H -2.0226 5.1318 -1.6846 0.012 0.015 0.028
H -2.7377 6.3759 -2.1907 -0.016 0.049 0.011
O 4.0684 4.0839 8.1750 0.078 -0.064 -0.029
H 3.6703 3.2144 8.0388 -0.213 -0.032 -0.023
H 4.9756 3.8996 8.4315 0.042 0.038 0.008
O 3.1418 -8.7116 -4.7663 -0.147 0.227 -0.243
H 2.2506 -8.5237 -5.0833 -0.033 -0.077 0.012
H 3.6917 -8.6808 -5.5577 0.096 -0.039 0.037
O 3.1675 -8.8356 -1.9011 -0.064 0.175 -0.015
H 3.1212 -8.5055 -2.8109 0.154 -0.243 0.031
H 3.4985 -8.0941 -1.3883 0.001 0.009 0.052
O -2.7349 1.0510 5.7963 -0.026 -0.086 0.021
H -2.8420 0.6069 6.6430 0.039 0.083 0.086
H -3.4302 0.6739 5.2483 -0.004 -0.003 -0.078
O 4.4894 -4.6694 5.0166 -0.088 -0.094 0.005
H 4.0536 -5.1741 5.7108 0.007 0.075 0.098
H 5.2722 -5.1853 4.8020 0.030 0.017 -0.074
```
Forces are in eV/Å.

max |F|: 0.028 hartree/bohr
orbital gap: 7.9 eV
total energy: -83596.215 eV
molar mass: 765.7 g mol⁻¹

Mulliken population analysis, charges in e, atoms 1 to 8:
1. C -1.856
2. C 0.703
3. O -0.727
4. C -0.854
5. N 0.125
6. C -0.817
7. C -0.137
8. O -0.552